Record 1
Density functional theory data (ωB97M-V/def2-TZVPD) for the molecule C28H38N2O2.

Properties
SMILES string ... CCN(Cc1ccc(C#CCCO)cc1)C[C@@H]1CCCN(CCc2cccc(OC)c2)C1
Charge ... 0
Total energy ... -36726.24485 eV

CARTESIAN COORDINATES (ANGSTROEM)
1 C -6.473 -0.648 0.266
2 C -5.222 -0.559 1.148
3 N -3.953 -0.597 0.449
4 C -3.695 -1.855 -0.234
5 C -2.218 -2.126 -0.321
6 C -1.486 -2.310 0.848
7 C -0.127 -2.540 0.803
8 C 0.536 -2.583 -0.425
9 C 1.938 -2.775 -0.487
10 C 3.130 -2.930 -0.543
11 C 4.567 -3.065 -0.649
12 C 5.275 -1.704 -0.499
13 O 4.923 -0.794 -1.508
14 C -0.195 -2.407 -1.599
15 C -1.558 -2.188 -1.542
16 C -3.686 0.568 -0.378
17 C -2.250 1.079 -0.218
18 C -1.989 1.565 1.206
19 C -0.569 2.114 1.312
20 C -0.348 3.221 0.273
21 N -0.684 2.840 -1.079
22 C 0.359 2.404 -1.963
23 C 1.158 1.114 -1.633
24 C 2.287 1.321 -0.663
25 C 3.259 2.283 -0.905
26 C 4.297 2.472 -0.009
27 C 4.386 1.703 1.131
28 C 3.435 0.714 1.376
29 O 3.621 -0.016 2.516
30 C 2.698 -1.032 2.822
31 C 2.395 0.525 0.474
32 C -1.992 2.242 -1.189
33 H -6.489 0.162 -0.460
34 H -6.500 -1.594 -0.270
35 H -7.365 -0.577 0.883
36 H -5.248 0.372 1.721
37 H -5.228 -1.386 1.864
38 H -4.131 -1.873 -1.248
39 H -4.160 -2.655 0.350
40 H -1.996 -2.262 1.798
41 H 0.430 -2.693 1.717
42 H 4.811 -3.485 -1.629
43 H 4.933 -3.744 0.126
44 H 5.068 -1.284 0.494
45 H 6.354 -1.851 -0.595
46 H 3.995 -0.551 -1.395
47 H 0.316 -2.441 -2.551
48 H -2.114 -2.051 -2.459
49 H -4.364 1.374 -0.085
50 H -3.871 0.350 -1.443
51 H -1.558 0.265 -0.443
52 H -2.140 0.742 1.906
53 H -2.703 2.356 1.452
54 H 0.145 1.310 1.145
55 H -0.391 2.521 2.309
56 H 0.692 3.552 0.293
57 H -0.986 4.076 0.539
58 H -0.104 2.268 -2.944
59 H 1.070 3.232 -2.050
60 H 0.479 0.344 -1.265
61 H 1.583 0.757 -2.576
62 H 3.214 2.882 -1.802
63 H 5.046 3.224 -0.206
64 H 5.187 1.836 1.841
65 H 1.686 -0.630 2.946
66 H 2.692 -1.810 2.051
67 H 3.033 -1.459 3.766
68 H 1.665 -0.254 0.637
69 H -2.140 1.911 -2.220
70 H -2.730 3.029 -0.980

Atom charges from the Mulliken analysis, given in e for atoms 1 to 2:
1 C -1.10
2 C -0.79



Record 2
Density functional theory data (ωB97M-V/def2-TZVPD) for a structure of composition C28H38N3O5STl.

Properties
Charge ... 0
Total energy ... -59887.38270 eV

CARTESIAN COORDINATES (ANGSTROEM)
1 Tl -0.825 0.500 0.589
2 O -3.043 0.209 1.495
3 C -3.543 -0.270 2.598
4 C -4.772 0.317 3.097
5 C -5.395 -0.180 4.204
6 C -4.924 -1.365 4.816
7 C -3.789 -1.960 4.372
8 C -3.075 -1.449 3.266
9 C -1.900 -2.141 2.740
10 N -0.872 -1.731 1.990
11 C 0.000 -2.814 1.863
12 C -0.450 -3.853 2.576
13 N -1.631 -3.429 3.169
14 H -5.071 1.265 2.568
15 H -6.242 0.357 4.558
16 H -5.580 -1.765 5.634
17 H -3.518 -2.898 4.772
18 H 0.921 -2.604 1.312
19 H -0.147 -4.892 2.831
20 H -2.192 -4.001 3.748
21 N -1.425 4.842 -0.946
22 C -1.735 4.669 -2.371
23 C -1.274 3.265 -2.738
24 C 0.228 2.943 -2.816
25 O 1.057 3.687 -3.273
26 O 0.480 1.600 -2.524
27 H -1.789 5.716 -0.625
28 H -0.397 4.914 -0.797
29 H -1.232 5.304 -3.100
30 H -2.836 4.714 -2.521
31 H -1.541 3.166 -3.809
32 H -1.789 2.499 -2.171
33 O 0.645 0.885 2.890
34 S 1.605 -0.281 3.124
35 C 3.086 0.538 3.656
36 C 2.701 1.169 5.029
37 C 1.935 0.083 5.828
38 C 1.253 -0.906 4.795
39 H 3.290 1.276 2.879
40 H 3.868 -0.183 3.780
41 H 2.050 2.035 4.740
42 H 3.583 1.494 5.591
43 H 1.240 0.532 6.507
44 H 2.698 -0.476 6.408
45 H 0.176 -1.039 4.839
46 H 1.664 -1.935 4.819
47 C 0.267 -3.707 -3.647
48 C -0.407 -2.427 -3.992
49 C -1.624 -2.119 -3.091
50 C 0.412 -1.192 -4.170
51 C 0.512 -0.651 -5.410
52 C 1.176 0.600 -5.651
53 C 1.644 1.332 -4.650
54 C 1.614 0.917 -3.182
55 C 2.973 1.314 -2.378
56 C 4.258 0.521 -2.653
57 C 2.731 1.249 -0.893
58 C 1.195 -0.542 -3.036
59 O 1.394 -1.148 -2.022
60 H -0.448 -4.470 -4.009
61 H 0.436 -3.829 -2.562
62 H 1.174 -3.868 -4.196
63 H -0.826 -2.593 -4.970
64 H -1.352 -1.711 -2.089
65 H -2.264 -3.055 -3.005
66 H -2.232 -1.372 -3.617
67 H 0.064 -1.179 -6.292
68 H 1.064 0.994 -6.698
69 H 1.982 2.314 -4.876
70 H 3.142 2.371 -2.606
71 H 4.438 -0.170 -1.779
72 H 5.164 1.090 -2.778
73 H 4.208 -0.067 -3.590
74 H 2.506 0.241 -0.600
75 H 1.756 1.701 -0.655
76 H 3.551 1.647 -0.296

Atom charges from the Mulliken analysis, given in e for atoms 1 to 2:
1 Tl 0.99
2 O -0.87



Record 3
Density functional theory data (ωB97M-V/def2-TZVPD) for the molecule C28H38N4O5S.

Properties
SMILES string ... CCN1CCN(c2ccc(S(=O)(=O)N3CCCCC3)cc2NC(=O)/C=C/c2cc(OC)ccc2OC)CC1
Charge ... 0
Total energy ... -56685.15889 eV

CARTESIAN COORDINATES (ANGSTROEM)
1 C 6.046 -5.530 -2.439
2 C 5.892 -4.329 -1.513
3 N 4.516 -3.865 -1.448
4 C 4.414 -2.525 -0.900
5 C 2.968 -2.048 -0.991
6 N 2.114 -2.952 -0.240
7 C 0.881 -2.483 0.208
8 C -0.333 -3.044 -0.189
9 C -1.535 -2.567 0.304
10 C -1.528 -1.538 1.222
11 S -3.040 -0.854 1.878
12 O -4.156 -1.518 1.254
13 O -2.981 -0.851 3.311
14 N -2.861 0.730 1.361
15 C -3.383 1.759 2.234
16 C -4.884 1.967 2.040
17 C -5.176 2.266 0.572
18 C -4.659 1.116 -0.290
19 C -3.164 0.921 -0.039
20 C -0.344 -0.990 1.671
21 C 0.866 -1.440 1.165
22 N 2.086 -0.952 1.634
23 C 2.427 0.295 2.085
24 O 3.482 0.462 2.667
25 C 1.511 1.409 1.765
26 C 0.933 1.557 0.569
27 C 0.068 2.645 0.156
28 C -0.459 3.563 1.052
29 C -1.332 4.569 0.646
30 O -1.801 5.384 1.634
31 C -2.701 6.408 1.287
32 C -1.672 4.662 -0.697
33 C -1.151 3.756 -1.610
34 C -0.294 2.744 -1.208
35 O 0.238 1.810 -2.049
36 C -0.134 1.833 -3.404
37 C 2.203 -4.288 -0.788
38 C 3.655 -4.756 -0.694
39 H 7.101 -5.719 -2.619
40 H 5.559 -5.325 -3.388
41 H 5.611 -6.428 -2.010
42 H 6.284 -4.576 -0.510
43 H 6.490 -3.505 -1.911
44 H 4.747 -2.487 0.153
45 H 5.050 -1.856 -1.485
46 H 2.668 -2.044 -2.051
47 H 2.884 -1.034 -0.604
48 H -0.340 -3.845 -0.911
49 H -2.479 -2.980 -0.014
50 H -3.165 1.438 3.253
51 H -2.837 2.684 2.021
52 H -5.226 2.785 2.676
53 H -5.404 1.054 2.336
54 H -6.248 2.399 0.418
55 H -4.671 3.192 0.282
56 H -4.829 1.321 -1.349
57 H -5.177 0.194 -0.023
58 H -2.792 0.041 -0.567
59 H -2.606 1.800 -0.381
60 H -0.381 -0.226 2.429
61 H 2.818 -1.649 1.723
62 H 1.448 2.167 2.530
63 H 1.100 0.814 -0.199
64 H -0.213 3.506 2.100
65 H -3.622 6.005 0.853
66 H -2.251 7.122 0.590
67 H -2.938 6.918 2.219
68 H -2.341 5.427 -1.056
69 H -1.439 3.856 -2.645
70 H 0.180 2.760 -3.893
71 H 0.385 0.993 -3.865
72 H -1.214 1.701 -3.528
73 H 1.892 -4.320 -1.844
74 H 1.570 -4.958 -0.204
75 H 3.951 -4.795 0.371
76 H 3.729 -5.760 -1.111

Atom charges from the Mulliken analysis, given in e for atoms 1 to 2:
1 C -1.31
2 C -0.44



no.,E_LUMO (eV),orbital gap (eV)
1,0.7,8.38
2,-0.4,6.27
3,0.0,8.15